This record from the OMol25 dataset describes the molecule C6H14N2 in a non-equilibrium geometry. The level of theory is ωB97M-V with the def2-TZVPD basis set.

Calculated values
DFT total energy = -9428.149 eV
SMILES = C=C[C@@H](N)C[C@H](C)N
M = 114.19 g/mol
Total charge = 0

Each line ends with the natural charge from an NBO analysis.
Cartesian coordinates (Å):
C -0.738 0.841 -0.010  -0.0712
C 0.628 -1.241 -0.679  -0.0355
C 0.237 -0.174 0.525  -0.4150
C -0.293 -2.459 -0.637  -0.6288
N -0.268 1.654 -1.078  -0.8399
N 2.042 -1.544 -0.506  -0.8371
C -1.004 1.723 1.361  -0.1797
C -0.832 3.031 1.403  -0.4176
H -1.695 0.381 -0.276  0.1966
H 0.556 -0.799 -1.681  0.1746
H 0.712 1.898 -0.956  0.3632
H -0.391 1.224 -1.985  0.3676
H 2.186 -2.015 0.383  0.3469
H 2.373 -2.176 -1.230  0.3517
H -0.160 -0.728 1.373  0.2035
H 1.171 0.299 0.826  0.2173
H -1.335 1.176 2.237  0.1919
H -0.271 -2.917 0.353  0.1991
H -1.319 -2.166 -0.855  0.2064
H 0.016 -3.209 -1.368  0.2050
H -1.078 3.619 2.276  0.1964
H -0.535 3.583 0.525  0.2046

Atomic forces in eV per Å
-0.6 1.3 3.6
-0.1 0.7 1.7
0.8 -2.1 -2.9
0.2 0.2 0.1
0.2 0.6 -0.4
0.3 -0.3 0.0
-0.2 -0.5 -2.3
-0.3 0.1 -0.1
0.1 0.0 0.0
-0.2 0.3 0.4
-0.2 -0.1 -0.1
0.1 0.0 0.1
0.1 0.0 0.0
0.0 0.0 0.1
-0.1 -0.1 0.0
0.0 0.2 0.0
0.0 -0.1 -0.1
0.0 -0.1 0.0
-0.2 0.0 0.0
0.0 0.0 0.0
0.2 -0.1 0.2
0.0 0.0 -0.2

This record from the OMol25 dataset describes the molecule C3H9N3O in a non-equilibrium geometry. The level of theory is ωB97M-V with the def2-TZVPD basis set.

Calculated values
DFT total energy = -9772.620 eV
SMILES = CN(N)C(=O)CN
M = 103.12 g/mol
Total charge = 0

Each line ends with the natural charge from an NBO analysis.
Cartesian coordinates (Å):
C 0.225 -0.644 -1.461  -0.3413
C 0.279 -0.396 2.130  -0.4107
N -0.080 -0.016 0.773  -0.3646
C 0.942 -0.181 -0.218  0.6585
N -0.894 1.150 0.753  -0.6607
N -0.734 0.319 -1.999  -0.8515
O 2.087 -0.460 0.059  -0.5441
H -1.418 1.129 -0.122  0.3864
H -0.301 1.982 0.738  0.3265
H -1.397 -0.146 -2.607  0.3684
H -0.262 1.037 -2.542  0.3594
H 0.955 -1.029 -2.184  0.2032
H -0.498 -1.279 -0.728  0.2691
H -0.609 -0.301 2.749  0.2159
H 0.652 -1.417 2.111  0.2040
H 1.054 0.253 2.548  0.1816

Atomic forces in eV per Å
-1.6 -0.1 1.1
0.3 0.4 -0.2
0.6 0.8 1.1
-0.6 -1.1 1.2
-0.1 0.2 -0.3
0.2 0.2 -0.5
-0.4 0.5 -0.3
0.2 0.1 0.3
-0.1 -0.1 0.0
0.1 0.1 0.0
-0.1 -0.1 0.0
-0.4 -0.5 0.2
1.8 -0.1 -2.9
0.0 -0.1 -0.1
0.0 0.0 0.2
0.1 0.0 0.1

This record from the OMol25 dataset describes a structure of composition C41H49CrN4OS4Sb in a non-equilibrium geometry. The level of theory is ωB97M-V with the def2-TZVPD basis set.

Calculated values
DFT total energy = -129623.080 eV
Spin multiplicity = 5
M = 915.89 g/mol
Total charge = 0

Each line ends with the Mulliken spin population.
Cartesian coordinates (Å):
Cr 0.318 2.410 -0.129  4.0108
S 2.003 1.181 1.642  0.0034
C 3.411 0.867 0.668  0.0053
C 4.650 0.675 1.311  -0.0084
C 5.793 0.332 0.614  -0.0004
C 5.760 0.166 -0.769  0.0042
C 4.567 0.371 -1.434  -0.0113
C 3.411 0.726 -0.733  0.0096
S 1.966 1.078 -1.701  0.0374
C 2.431 2.786 -2.205  0.0336
C 2.708 3.714 -1.046  -0.0008
C 3.737 4.638 -1.094  -0.0018
C 3.852 5.560 -0.070  0.0089
C 2.949 5.522 0.978  -0.0005
C 1.979 4.535 0.999  -0.0022
C 1.076 4.379 2.197  0.0113
S -0.630 3.751 1.966  0.0393
C -1.524 5.103 1.248  -0.0013
C -2.317 5.847 2.127  -0.0006
C -3.110 6.880 1.667  0.0019
C -3.115 7.165 0.305  0.0014
C -2.344 6.426 -0.572  0.0003
C -1.525 5.368 -0.136  0.0061
S -0.572 4.513 -1.331  -0.0328
N 1.872 3.660 -0.005  -0.1175
H 4.684 0.801 2.387  0.0029
H 6.723 0.188 1.151  -0.0002
H 6.651 -0.118 -1.315  -0.0001
H 4.514 0.261 -2.512  0.0019
H 1.575 3.161 -2.775  0.0042
H 3.295 2.735 -2.862  0.0096
H 4.410 4.648 -1.940  0.0008
H 4.638 6.305 -0.090  0.0004
H 3.001 6.237 1.788  0.0001
H 1.023 5.311 2.757  0.0052
H 1.513 3.606 2.833  -0.0024
H -2.306 5.592 3.180  0.0009
H -3.719 7.453 2.355  0.0000
H -3.735 7.968 -0.076  -0.0001
H -2.361 6.644 -1.633  0.0013
C 4.147 -3.027 2.346  0.0009
C 3.190 -3.549 1.275  -0.0003
C 3.886 -3.619 -0.086  -0.0002
Sb 1.442 -2.268 1.051  0.0042
C 0.901 -2.387 3.183  0.0024
C 0.333 -3.749 3.577  0.0001
C 0.031 -1.247 3.713  -0.0009
C 0.102 -3.792 0.194  -0.0001
C -0.062 -3.427 -1.285  -0.0002
C 0.550 -5.245 0.345  -0.0001
H 5.041 -3.660 2.393  0.0000
H 3.701 -3.019 3.341  0.0000
H 4.478 -2.010 2.112  -0.0006
H 2.832 -4.541 1.558  0.0000
H 4.327 -2.649 -0.338  0.0001
H 3.200 -3.887 -0.895  -0.0001
H 4.693 -4.360 -0.074  0.0000
H 1.883 -2.267 3.643  0.0005
H -0.594 -3.976 3.042  0.0000
H 0.103 -3.777 4.649  0.0000
H 1.040 -4.557 3.371  0.0000
H -1.031 -1.411 3.528  0.0002
H 0.312 -0.280 3.294  0.0071
H 0.134 -1.173 4.801  -0.0001
H -0.859 -3.666 0.704  0.0001
H 0.899 -3.479 -1.809  0.0000
H -0.441 -2.409 -1.417  0.0005
H -0.746 -4.120 -1.789  0.0000
H 1.463 -5.437 -0.227  0.0000
H -0.220 -5.930 -0.033  0.0000
H 0.743 -5.516 1.383  0.0000
C -4.167 -2.415 -5.743  0.0000
C -4.311 -2.520 -4.247  0.0005
C -3.205 -2.515 -3.406  -0.0010
C -3.334 -2.615 -2.026  -0.0014
C -4.593 -2.703 -1.454  0.0016
N -4.816 -2.804 -0.060  -0.0003
C -3.988 -2.625 1.024  0.0000
O -4.161 -3.250 2.053  -0.0005
N -2.956 -1.708 0.938  -0.0017
C -2.837 -0.519 0.209  -0.0122
C -3.866 0.031 -0.541  0.0152
C -3.592 1.143 -1.312  -0.0122
C -2.340 1.720 -1.274  0.0585
N -1.376 1.278 -0.447  -0.0958
C -1.626 0.166 0.256  0.0481
C -5.712 -2.723 -2.284  0.0009
C -5.568 -2.637 -3.657  -0.0002
H -3.118 -2.384 -6.036  0.0000
H -4.649 -1.512 -6.122  0.0000
H -4.632 -3.267 -6.242  0.0000
H -2.211 -2.441 -3.834  0.0001
H -2.445 -2.645 -1.405  0.0003
H -5.621 -3.347 0.206  0.0000
H -2.321 -1.821 1.709  0.0003
H -4.858 -0.402 -0.529  0.0020
H -4.356 1.575 -1.946  -0.0006
H -2.101 2.584 -1.874  -0.0152
H -0.813 -0.190 0.882  -0.0207
H -6.701 -2.806 -1.846  0.0000
H -6.453 -2.660 -4.283  0.0000

Atomic forces in eV per Å
0.0 0.1 0.2
-0.5 0.1 0.0
0.0 -0.1 0.0
0.0 0.0 0.0
0.0 0.0 0.0
0.0 0.0 0.0
-0.1 0.0 0.1
0.1 0.0 0.1
0.1 0.4 -0.2
0.0 -0.2 0.1
0.0 -0.1 -0.1
0.0 0.0 -0.1
0.0 0.0 0.0
0.1 0.0 0.1
-0.2 0.0 0.1
-0.2 0.0 0.0
0.5 0.0 -0.1
-0.1 0.1 -0.1
0.0 0.0 -0.1
0.0 0.0 0.0
0.0 0.0 0.0
0.0 -0.1 0.0
0.0 0.0 0.1
-0.1 -0.3 -0.1
0.8 0.6 0.0
0.0 0.0 0.0
0.0 0.0 0.0
0.0 0.0 0.0
0.0 0.0 0.0
0.0 0.1 0.0
0.0 0.0 0.0
0.0 0.0 0.0
0.0 0.0 0.0
0.0 0.0 0.0
0.0 0.0 0.0
0.1 0.0 0.0
0.0 0.0 0.0
0.0 0.0 0.0
0.0 0.0 0.0
0.0 0.0 0.0
0.1 0.0 -0.1
0.0 0.1 -0.1
0.0 0.0 0.1
-0.1 -0.1 0.2
-0.1 -0.1 -0.1
0.1 0.0 0.0
0.1 0.1 -0.1
0.1 0.0 0.0
0.0 -0.1 0.0
-0.1 0.0 0.0
0.0 0.0 0.0
0.0 0.0 0.0
0.0 -0.1 0.0
0.0 0.0 0.0
0.0 0.0 0.0
0.0 0.0 0.0
0.0 0.0 0.0
0.0 0.0 0.0
0.0 0.0 0.0
0.0 0.0 0.0
0.0 0.0 0.0
-0.2 -0.1 -0.1
0.0 0.0 0.0
0.0 0.0 0.0
0.0 0.0 0.0
0.0 0.0 0.0
0.1 0.0 0.0
0.0 0.0 0.0
0.0 0.0 0.0
0.1 0.1 0.0
0.0 0.0 0.0
0.0 0.0 0.1
0.0 0.0 0.0
0.0 0.0 0.1
0.1 -0.1 0.0
0.0 -0.1 0.0
-0.2 0.0 0.0
0.0 0.0 0.1
0.0 0.0 -0.1
0.1 0.1 -0.1
0.0 -0.1 0.1
-0.2 0.1 0.0
0.0 0.0 -0.1
0.0 0.0 0.1
-1.0 -0.7 -0.2
0.2 0.0 0.0
-0.1 0.0 0.0
0.0 0.0 0.0
0.0 0.0 0.0
0.0 0.0 0.0
0.0 0.0 0.0
0.0 0.0 0.0
-0.2 0.0 -0.1
0.0 -0.1 0.0
0.1 0.0 0.2
0.1 0.0 0.0
0.0 0.0 0.0
0.0 0.1 0.1
0.0 0.0 0.0
0.0 0.0 0.0
0.0 0.0 0.0